A cluster of 8 separate species, C32H56N8 in total at a distorted geometry. Source: OMol25; level of theory: wB97M-V/def2-TZVPD.

```
96
Properties=species:S:1:pos:R:3:forces:R:3
C 3.027 0.963 -5.639 1.566 0.347 0.286
C 4.386 1.328 -4.923 -0.828 -1.787 1.534
C 5.043 0.101 -4.154 -0.512 0.217 -0.459
C 4.177 -0.526 -3.083 -0.723 -0.205 0.430
N 3.469 -1.024 -2.296 1.424 1.128 -1.571
H 3.115 1.310 -6.669 -0.604 0.348 0.143
H 2.243 1.424 -5.040 -0.261 -0.005 -0.625
H 2.838 -0.107 -5.726 0.167 -0.074 0.311
H 4.166 1.967 -4.067 -0.025 0.660 -0.429
H 5.148 1.794 -5.547 -0.193 -0.170 -0.038
H 5.980 0.474 -3.741 -0.078 -0.276 0.380
H 5.300 -0.682 -4.867 -0.036 -0.158 0.088
C -5.002 0.702 -1.042 0.823 0.345 0.764
C -5.941 1.755 -0.447 1.080 -0.858 2.311
C -7.237 2.107 -1.059 0.067 1.861 -0.548
C -7.773 0.938 -1.669 -2.438 -2.906 -1.535
N -8.240 -0.058 -2.075 1.326 2.316 0.889
H -4.407 0.969 -1.915 -0.469 0.131 -0.272
H -5.394 -0.311 -1.144 -0.583 0.246 -0.378
H -4.249 0.560 -0.267 0.264 0.064 0.086
H -5.424 2.635 -0.063 0.341 0.274 -0.776
H -6.236 1.367 0.528 0.077 -0.634 0.234
H -7.086 2.966 -1.712 -0.240 -0.362 -0.838
H -7.898 2.546 -0.312 -0.276 -0.458 0.121
C -0.295 4.259 5.283 -0.071 -1.690 -0.947
C 0.604 2.967 5.006 1.870 1.064 1.472
C 2.137 3.386 4.800 -1.143 1.217 -0.521
C 2.722 4.248 5.853 -4.399 -5.808 -5.823
N 3.284 4.855 6.563 4.258 4.986 5.794
H -1.197 3.876 5.759 -0.212 0.228 -0.130
H -0.541 4.734 4.334 -0.102 -0.053 0.060
H 0.079 5.055 5.927 0.661 -0.484 0.096
H 0.318 2.265 4.223 -0.315 0.750 -0.542
H 0.575 2.299 5.867 -0.015 0.235 0.387
H 2.136 4.080 3.960 -0.211 0.090 -0.358
H 2.882 2.661 4.473 -0.354 -0.550 0.531
C -0.864 0.154 1.141 -1.148 -0.793 0.053
C 0.212 0.368 0.110 0.856 1.945 2.020
C 0.119 -0.257 -1.224 -0.920 -1.746 -0.370
C -1.258 -0.464 -1.664 -4.071 0.114 -2.257
N -2.367 -0.652 -2.072 4.103 0.225 1.661
H -1.866 0.097 0.716 -0.148 0.038 -0.111
H -0.923 0.918 1.917 0.405 0.072 -0.153
H -0.676 -0.796 1.641 -0.178 -0.082 0.175
H 1.080 0.021 0.671 0.607 0.104 -0.677
H 0.338 1.443 -0.015 0.093 0.127 -0.120
H 0.357 -1.313 -1.096 0.797 -0.387 -0.149
H 0.778 0.151 -1.990 -0.219 -0.023 0.000
C -0.579 -5.540 1.003 -0.362 0.198 1.588
C -0.070 -4.130 0.745 1.131 -0.332 -0.836
C 1.442 -4.155 0.235 -0.821 -0.156 -0.842
C 1.704 -5.190 -0.800 -0.596 1.628 1.844
N 1.866 -5.950 -1.625 0.248 -1.267 -1.328
H -0.924 -6.142 0.162 0.910 0.124 -0.377
H -1.480 -5.519 1.616 -0.101 0.310 0.307
H 0.162 -6.018 1.644 -0.066 -0.662 -0.368
H -0.034 -3.469 1.612 -0.291 -0.357 0.268
H -0.800 -3.696 0.062 0.466 0.570 -0.548
H 2.155 -4.284 1.049 -0.376 -0.261 0.224
H 1.761 -3.228 -0.241 -0.247 0.305 0.092
C 5.002 -3.045 0.462 -0.041 1.274 1.037
C 5.740 -2.262 1.672 -0.286 -1.355 -1.968
C 5.078 -0.966 2.080 -2.612 -0.235 2.083
C 3.641 -1.081 2.618 2.038 -0.509 -2.176
N 2.543 -1.112 2.914 -1.483 -0.054 0.584
H 4.062 -3.524 0.735 0.269 -0.150 0.485
H 5.607 -3.764 -0.091 0.229 0.092 0.391
H 4.668 -2.288 -0.247 0.237 0.124 -0.213
H 6.726 -2.028 1.273 0.055 0.255 0.092
H 5.945 -2.883 2.544 -0.362 -0.119 -0.057
H 5.000 -0.164 1.346 0.558 -0.068 0.073
H 5.417 -0.668 3.072 1.433 0.746 -0.447
C -0.175 4.371 -0.958 0.502 0.625 0.062
C 1.036 5.315 -1.197 -0.876 -0.088 0.690
C 1.044 6.533 -0.283 -0.277 -0.203 1.758
C 0.720 6.198 1.174 -0.507 0.264 -0.759
N 0.456 5.931 2.267 0.357 0.143 -0.959
H -0.002 3.512 -1.606 -0.427 -0.217 0.243
H -1.127 4.848 -1.192 0.080 0.116 -0.512
H -0.323 4.117 0.092 0.516 -0.449 0.030
H 0.862 5.757 -2.177 0.808 -0.462 -0.319
H 1.980 4.788 -1.056 -0.085 -0.147 -0.547
H 0.339 7.220 -0.752 -0.143 0.367 0.869
H 2.010 7.026 -0.172 0.081 0.020 -0.602
C -5.601 -4.656 0.022 0.757 0.155 -0.643
C -4.058 -4.569 -0.262 0.612 0.633 0.293
C -3.697 -3.799 -1.559 -2.091 -1.172 -1.073
C -3.947 -4.424 -2.861 0.760 1.433 3.589
N -4.095 -4.841 -3.936 -0.332 -0.871 -1.986
H -6.022 -3.658 0.143 0.116 0.080 -0.177
H -5.801 -5.168 0.963 0.240 -0.268 -0.179
H -6.088 -5.132 -0.829 -0.168 -0.167 0.201
H -3.438 -5.465 -0.222 -0.758 -0.563 -0.238
H -3.598 -3.998 0.545 -0.117 0.363 0.031
H -2.635 -3.552 -1.573 1.187 0.230 0.016
H -4.113 -2.797 -1.662 -0.175 0.454 0.110
```
Forces are in eV/Å.

Results
Net charge: +1
Calculated total energy in eV: -45996.94655
Orbital gap (spin up / spin down) in Ha: 0.357 / 0.066
Energy above the lowest of the compared OMol25 structures with the same formula, charge and spin in eV: 2.9371
F_max in eV/Å: 9.33
LUMO energy (spin up / spin down) in eV: -2.9 / -10.8
HOMO (spin up / spin down) in eV: -12.61 / -12.61
Multiplicity: 2

=====

A cluster of 7 separate species, C32H57N7O10 in total at a distorted geometry. Source: OMol25; level of theory: wB97M-V/def2-TZVPD.

```
106
Properties=species:S:1:pos:R:3:forces:R:3
N -0.613 3.137 6.223 0.728 -0.595 -1.514
C 0.736 3.849 6.310 -0.056 0.026 0.704
C 1.936 2.791 6.668 -0.443 -0.020 -0.076
O 1.590 2.191 8.000 1.906 -0.449 -1.378
C 3.423 3.458 6.849 -0.019 0.568 -0.551
C 4.021 4.200 5.515 1.371 0.101 -3.675
C 4.400 3.695 4.167 -0.732 2.018 3.829
C 4.299 2.140 3.653 0.187 0.794 -0.605
C 2.797 1.889 3.045 -3.202 -0.253 -1.541
C 2.212 3.044 1.987 -2.718 -3.003 0.635
C 0.706 2.900 1.332 2.335 -3.290 3.434
C -0.175 1.585 1.795 2.660 0.319 0.957
C 0.352 0.403 2.819 3.209 3.662 -0.733
C 1.875 0.554 3.449 -1.382 3.234 -2.564
C 4.954 5.014 3.305 0.419 -2.803 -4.061
O 5.266 4.885 2.007 -1.798 1.928 8.737
O 5.003 6.193 4.199 -1.331 -2.927 0.057
C 4.380 5.808 5.488 -1.127 1.871 4.735
O 4.180 6.641 6.514 1.606 -5.198 -7.351
H -0.538 2.128 6.490 0.139 1.322 -0.095
H -0.955 3.109 5.218 0.795 0.127 1.645
H 0.640 4.592 7.240 0.509 -1.392 -2.144
H 0.905 4.443 5.289 0.006 -1.321 2.405
H 1.872 1.916 5.892 0.496 1.775 1.140
H 2.305 1.493 8.184 -1.629 1.522 -0.434
H 4.171 2.600 7.156 -1.398 1.785 -0.599
H 3.332 4.259 7.720 0.359 -1.715 -1.938
H 5.129 1.992 2.814 -1.932 0.364 1.666
H 4.602 1.397 4.526 -0.988 1.713 -1.725
H 2.833 3.996 1.663 -1.161 -2.325 0.915
H 0.343 3.734 0.580 0.620 -2.107 1.779
H -1.258 1.491 1.353 2.384 0.093 1.009
H -0.295 -0.528 3.137 1.165 2.196 -0.956
H 2.324 -0.250 4.196 -1.054 1.892 -1.838
C 2.351 -2.186 -0.578 -0.165 -0.194 0.024
C 3.267 -1.240 0.148 0.502 0.512 0.565
O 3.629 -1.443 1.305 -0.186 -0.124 -0.272
N 3.700 -0.128 -0.511 -0.082 -0.675 0.517
C 3.395 0.291 -1.858 0.154 0.242 0.174
H 2.096 -3.021 0.080 0.140 0.252 -0.057
H 1.428 -1.673 -0.859 0.102 -0.088 -0.165
H 2.851 -2.585 -1.465 -0.193 0.092 -0.044
H 4.312 0.456 0.047 -0.223 -0.139 -0.107
H 4.336 0.372 -2.408 -0.160 0.034 -0.268
H 2.925 1.277 -1.808 -0.087 -0.118 -0.342
H 2.730 -0.405 -2.371 0.119 0.222 0.158
C 3.219 -0.703 -5.859 0.112 -0.232 0.097
C 2.279 0.419 -5.515 -0.628 0.568 0.461
O 1.706 0.481 -4.429 0.268 -0.148 -0.407
N 2.067 1.390 -6.448 0.101 -0.541 0.688
C 2.636 1.503 -7.770 -0.345 0.353 -0.090
H 3.282 -1.395 -5.014 -0.108 0.250 -0.141
H 2.846 -1.252 -6.727 0.206 0.072 -0.015
H 4.219 -0.308 -6.056 -0.077 -0.124 -0.162
H 1.422 2.109 -6.140 0.162 -0.211 -0.083
H 3.175 2.452 -7.827 0.100 -0.132 -0.313
H 1.815 1.516 -8.492 0.348 0.008 -0.228
H 3.314 0.682 -8.004 -0.151 0.136 0.125
C 1.305 5.126 -10.104 -0.274 -0.014 0.022
C 2.496 4.264 -10.416 0.341 -0.894 -0.291
O 2.383 3.071 -10.693 -0.041 0.579 0.195
N 3.733 4.837 -10.386 -0.551 -0.382 0.002
C 4.080 6.205 -10.087 0.419 -0.155 -0.079
H 0.394 4.525 -10.169 0.320 0.040 -0.028
H 1.385 5.523 -9.088 -0.029 0.162 -0.142
H 1.232 5.942 -10.828 -0.005 0.063 0.209
H 4.480 4.189 -10.607 -0.194 0.177 0.039
H 4.604 6.619 -10.952 -0.047 0.284 0.172
H 4.755 6.203 -9.227 -0.060 0.332 -0.015
H 3.205 6.818 -9.862 0.121 -0.203 -0.060
C -2.009 -4.741 2.722 -0.211 0.322 -0.064
C -1.258 -3.453 2.531 0.033 0.437 -0.084
O -1.834 -2.385 2.336 0.191 -0.210 0.097
N 0.104 -3.487 2.580 -0.613 0.237 -0.037
C 0.965 -4.626 2.797 0.272 0.336 -0.039
H -3.084 -4.549 2.656 0.505 -0.025 0.029
H -1.737 -5.453 1.938 -0.004 -0.094 0.192
H -1.793 -5.159 3.709 -0.011 -0.148 -0.160
H 0.534 -2.580 2.443 0.063 -0.230 -0.032
H 1.569 -4.429 3.686 0.102 -0.312 -0.061
H 1.624 -4.721 1.930 0.107 -0.271 0.159
H 0.405 -5.552 2.933 -0.002 0.249 -0.039
C -5.658 -6.672 0.840 0.153 0.037 -0.255
C -5.615 -6.436 2.324 0.021 0.204 0.857
O -4.611 -6.006 2.887 -0.479 -0.299 -0.287
N -6.734 -6.713 3.053 0.793 0.087 -0.382
C -8.003 -7.219 2.589 -0.173 0.091 0.457
H -4.692 -6.405 0.401 -0.173 -0.041 0.246
H -5.850 -7.728 0.633 -0.129 0.128 -0.095
H -6.429 -6.047 0.382 -0.062 -0.189 0.008
H -6.623 -6.527 4.043 -0.047 -0.010 -0.284
H -8.776 -6.495 2.858 -0.117 -0.153 -0.271
H -8.201 -8.161 3.107 -0.199 -0.056 -0.206
H -8.018 -7.385 1.511 0.083 0.110 0.221
C -6.669 -2.478 0.933 0.173 -0.063 0.178
C -8.014 -3.100 0.677 -0.545 -0.529 0.240
O -8.451 -4.016 1.369 0.237 0.268 -0.276
N -8.758 -2.620 -0.360 0.253 -0.335 0.511
C -8.431 -1.560 -1.284 -0.399 -0.113 -0.145
H -6.200 -2.969 1.791 -0.201 0.046 -0.203
H -6.021 -2.612 0.063 0.002 0.208 0.071
H -6.784 -1.416 1.164 0.147 -0.045 -0.156
H -9.649 -3.091 -0.465 0.231 0.138 0.026
H -9.202 -0.790 -1.202 0.216 0.172 -0.186
H -8.446 -1.976 -2.294 0.137 0.294 -0.076
H -7.453 -1.120 -1.085 -0.188 -0.156 0.039
```
Forces are in eV/Å.

Results
Calculated total energy in eV: -65003.06690
Orbital gap in Ha: 0.258
Structure (SMILES): NC[C@H](O)CC1=C(Cc2ccccc2)C(=O)OC1=O.CNC(C)=O.CNC(C)=O.CNC(C)=O.CNC(C)=O.CNC(C)=O.CNC(C)=O
F_max in eV/Å: 9.15
LUMO energy in eV: -1.3
HOMO in eV: -8.33

=====

A structure of composition C32H58AsF6N2O12S6 at a distorted geometry. Source: OMol25; level of theory: wB97M-V/def2-TZVPD.

```
117
Properties=species:S:1:pos:R:3:forces:R:3
As 0.224 -0.578 -0.031 -0.329 0.706 1.200
F -0.563 -2.067 0.615 0.793 1.593 -0.396
F -0.921 0.520 0.932 1.616 -1.499 -1.157
F 1.043 0.909 -0.688 -0.843 -1.064 0.637
F 1.367 -1.527 -0.916 -0.177 -0.053 -0.019
F -0.875 -0.592 -1.408 0.843 0.201 1.094
F 1.457 -0.567 1.326 -1.735 0.104 -1.217
C -0.866 2.760 3.204 0.128 2.671 -0.241
C 0.464 2.134 3.626 0.879 -0.010 -0.846
C 1.585 3.222 3.551 -0.862 1.189 0.194
S 0.938 4.621 2.477 0.822 -1.090 -0.506
O 1.850 4.826 1.347 -0.900 -0.207 0.788
O 0.571 5.782 3.269 0.090 -0.645 -0.101
C -0.572 3.747 1.996 0.763 -1.327 0.582
H -1.150 3.499 3.953 -0.502 -0.480 0.652
H -1.702 2.107 2.955 0.333 -0.163 0.141
H 0.711 1.323 2.941 0.052 -0.012 -0.117
H 0.449 1.682 4.618 -0.195 0.199 0.032
H 2.589 2.961 3.216 -0.328 -0.329 -0.337
H 1.713 3.747 4.498 -0.091 -0.142 0.202
H -0.330 3.049 1.194 0.066 0.569 -0.576
H -1.292 4.531 1.763 -0.200 -0.408 0.000
C 0.713 -6.759 0.215 1.597 -0.903 0.010
C 0.373 -5.383 0.817 0.158 -0.223 -0.397
C 1.417 -4.448 0.250 1.228 0.498 -0.007
S 3.023 -5.333 0.296 -1.592 -1.062 0.124
O 3.482 -5.305 1.670 0.156 0.341 -0.171
O 3.895 -4.940 -0.783 -0.065 -0.137 0.241
C 2.278 -7.017 0.074 -0.322 1.506 -0.639
H 0.344 -6.728 -0.811 -0.121 -0.205 0.052
H 0.262 -7.607 0.730 -0.170 0.157 0.012
H 0.291 -5.325 1.903 0.100 -0.242 -0.078
H -0.586 -5.176 0.342 -0.145 0.538 0.511
H 1.746 -3.575 0.814 -0.774 0.202 0.221
H 1.142 -4.117 -0.751 0.425 -0.140 -0.138
H 2.797 -7.707 0.738 -0.374 0.138 0.145
H 2.528 -7.233 -0.965 -0.073 -0.347 0.075
C -2.830 -3.621 2.270 0.197 -0.352 0.121
C -3.562 -4.516 1.271 0.322 1.180 -1.183
C -3.653 -3.672 -0.076 -0.445 0.072 1.254
S -4.280 -2.060 0.515 1.608 1.402 1.347
O -5.711 -2.057 0.789 1.142 -0.411 -0.519
O -3.629 -0.971 -0.233 -1.314 -1.426 0.642
C -3.373 -2.183 2.189 0.149 -0.734 -0.462
H -1.759 -3.641 2.067 0.014 0.417 -0.840
H -2.742 -4.098 3.245 -1.033 0.260 0.462
H -4.598 -4.683 1.565 0.094 -0.375 0.185
H -2.973 -5.430 1.195 -0.448 -0.206 -0.422
H -4.355 -4.058 -0.815 0.175 -0.015 0.013
H -2.703 -3.349 -0.502 0.137 -0.459 -0.066
H -4.097 -1.911 2.957 0.034 -0.003 -0.127
H -2.465 -1.582 2.217 -0.609 0.735 -0.332
C 2.422 -0.030 -5.045 0.513 0.587 0.361
C 1.798 -0.501 -6.298 -1.758 -0.525 -0.755
C 1.407 -1.978 -6.061 0.169 -0.464 -1.235
S 0.701 -2.156 -4.392 -0.171 0.534 0.210
O 1.153 -3.421 -3.756 -0.917 2.244 -1.167
O -0.735 -1.778 -4.417 2.568 -0.866 -0.030
C 1.706 -0.695 -3.856 0.662 0.037 0.916
H 2.440 1.059 -5.081 -0.522 0.166 0.668
H 3.494 -0.228 -5.088 0.036 -0.650 0.437
H 2.399 -0.234 -7.167 0.258 -0.825 -0.106
H 0.888 0.069 -6.488 -0.351 -0.045 0.191
H 2.295 -2.607 -6.130 0.044 -0.127 0.357
H 0.692 -2.388 -6.774 -0.120 0.152 0.022
H 2.490 -1.075 -3.201 -0.403 -0.156 0.320
H 1.060 -0.033 -3.280 -0.029 -0.150 -0.085
C -0.333 4.069 -3.370 -1.313 0.589 -0.152
C -0.058 2.825 -2.522 -0.503 -0.221 -0.055
C -1.307 2.612 -1.662 -1.358 0.092 -0.023
S -2.843 3.232 -2.621 0.184 0.085 1.092
O -3.543 4.291 -1.811 1.506 -1.866 -1.872
O -3.630 2.092 -3.126 0.998 1.777 0.664
C -1.781 3.879 -3.977 0.518 -0.820 -0.514
H 0.452 4.307 -4.087 -0.255 -0.366 -0.371
H -0.381 4.963 -2.748 0.072 -0.029 0.369
H 0.862 2.881 -1.940 -0.288 0.458 0.265
H 0.120 1.922 -3.105 -0.295 0.124 -0.479
H -1.289 3.169 -0.726 -0.075 0.152 -0.170
H -1.599 1.585 -1.441 0.345 -0.045 -0.066
H -2.280 4.581 -4.644 0.175 0.914 0.823
H -1.752 3.045 -4.679 0.132 -0.615 0.321
C -5.784 4.176 0.807 -0.651 0.548 -0.147
C -4.405 3.670 1.216 -0.186 -0.924 1.374
C -4.356 2.226 0.714 -0.467 0.094 -1.087
S -6.011 1.525 1.160 -0.204 0.382 -2.781
O -5.887 0.933 2.463 -0.228 -0.544 0.331
O -6.586 0.821 -0.015 0.885 1.192 2.425
C -6.833 3.163 1.357 1.126 0.085 0.463
H -5.814 4.341 -0.270 -0.053 -0.569 -0.182
H -6.010 5.173 1.186 0.079 -0.004 0.406
H -4.336 3.528 2.295 -0.463 0.380 0.529
H -3.564 4.346 1.058 -0.101 -0.263 -0.995
H -3.576 1.551 1.064 -0.101 0.113 0.192
H -4.355 2.238 -0.376 0.011 -0.288 -0.059
H -6.849 3.328 2.435 0.024 -0.206 0.139
H -7.880 3.180 1.052 0.359 -0.081 -0.666
N 3.594 2.235 -0.284 -0.063 -0.145 0.036
C 4.478 3.259 -0.081 -1.276 0.036 0.101
C 5.718 2.714 0.000 1.374 -0.951 -1.032
C 5.609 1.288 -0.300 -0.311 1.186 1.220
C 4.267 1.058 -0.371 -0.467 -0.768 -0.785
H 2.589 2.302 -0.355 0.204 0.032 0.140
H 4.016 4.234 -0.033 0.628 0.189 0.255
H 6.672 3.217 0.059 -0.192 0.230 0.213
H 6.384 0.536 -0.282 -0.006 0.169 -0.098
H 3.710 0.158 -0.588 0.055 -0.077 0.118
N 4.696 -0.823 2.823 -0.066 -0.439 -0.084
C 4.632 -2.012 3.520 0.532 0.962 0.557
C 5.386 -1.791 4.679 -0.361 -2.270 -0.494
C 5.974 -0.546 4.621 0.073 1.248 -0.493
C 5.496 0.054 3.473 0.623 0.696 0.237
H 4.264 -0.624 1.933 -0.044 -0.099 0.145
H 4.173 -2.883 3.078 -0.139 0.069 0.297
H 5.634 -2.516 5.440 -0.272 -0.195 -0.108
H 6.735 -0.167 5.287 -0.281 0.188 0.048
H 5.709 1.042 3.094 -0.138 -0.124 -0.191
```
Forces are in eV/Å.

Results
Net charge: -1
Calculated total energy in eV: -203831.73882
Orbital gap in Ha: 0.289
Energy above the lowest of the compared OMol25 structures with the same formula, charge and spin in eV: 0.0000
F_max in eV/Å: 3.04
LUMO energy in eV: 2.0
HOMO in eV: -5.86